1.
DFT (ωB97M-V/def2-TZVPD) results for an isolated molecule of C10H22F3OPSi.

Computed properties:
- SMILES = CCP(CC)[Si@H](CCCCOC)C(F)(F)F
- Kohn-Sham gap (eV) = 9.238
- total energy (eV) = -38092.9818
- M (g mol⁻¹) = 274.3
- HOMO level (eV) = -8.57

```
! RIJCOSX wB97M-V def2-TZVPD def2/J DEFGRID3
* xyz 0 1
C 3.589 -0.452 2.028
C 3.847 0.393 0.769
P 2.625 0.335 -0.637
C 1.707 -1.269 -0.450
C 1.177 -1.744 -1.802
Si 1.117 1.823 0.046
C -0.289 1.193 1.122
C -1.585 0.782 0.390
C -2.227 -0.471 0.986
C -3.735 -0.510 0.787
O -4.129 -0.327 -0.559
C -3.684 -1.339 -1.437
C 0.388 2.629 -1.570
F 0.334 1.767 -2.622
F 1.145 3.685 -1.972
F -0.878 3.102 -1.411
H 2.730 -1.114 1.926
H 4.450 -1.074 2.271
H 3.402 0.180 2.896
H 4.809 0.149 0.321
H 3.911 1.446 1.048
H 2.390 -2.005 -0.022
H 0.876 -1.169 0.253
H 0.657 -2.697 -1.699
H 0.475 -1.021 -2.222
H 1.989 -1.863 -2.519
H 1.864 2.924 0.695
H 0.102 0.333 1.678
H -0.493 1.962 1.870
H -2.301 1.604 0.420
H -1.389 0.609 -0.670
H -2.030 -0.526 2.062
H -1.773 -1.366 0.549
H -4.157 -1.447 1.176
H -4.194 0.313 1.338
H -4.475 -1.542 -2.158
H -3.459 -2.268 -0.901
H -2.785 -1.024 -1.978
*
```


2.
DFT (ωB97M-V/def2-TZVPD) results for a 2-piece molecular cluster, C10H22N2O8PS overall.

Computed properties:
- Kohn-Sham gap (eV) = 2.396
- total energy (eV) = -50204.3615
- M (g mol⁻¹) = 361.3
- HOMO level (eV) = -1.44

```
! RIJCOSX wB97M-V def2-TZVPD def2/J DEFGRID3
* xyz -1 1
C 0.343 3.681 1.497
O -0.190 2.345 1.786
C -1.250 2.064 0.829
N -1.323 0.578 0.501
C -0.900 -0.304 1.654
C 0.634 -0.742 1.635
N 0.911 -1.652 2.807
C -0.721 0.217 -0.830
C 0.608 0.977 -1.238
O 1.509 1.405 -0.496
O 0.823 1.145 -2.667
C 1.899 0.187 -2.928
C 3.436 0.646 -3.022
O 1.670 -1.034 -3.043
P -3.119 0.269 0.318
C -3.412 -1.319 -0.679
C -3.925 1.657 -0.709
H 0.625 3.775 0.393
H 1.326 3.759 2.091
H -0.415 4.492 1.807
H -1.200 2.717 -0.104
H -2.229 2.315 1.394
H -1.137 0.122 2.682
H -1.518 -1.276 1.558
H 1.372 0.136 1.755
H 0.964 -1.320 0.704
H 1.822 -1.343 3.179
H 0.999 -2.593 2.362
H -1.511 0.489 -1.630
H -0.595 -0.927 -0.931
H 4.015 -0.034 -2.296
H 3.538 1.716 -2.638
H 3.849 0.486 -4.075
H -3.410 -1.018 -1.788
H -2.602 -2.099 -0.489
H -4.469 -1.691 -0.418
H -4.095 2.533 0.008
H -3.172 1.943 -1.525
H -4.938 1.315 -1.141
O 3.711 -5.222 2.018
S 3.161 -4.726 0.737
O 4.107 -3.761 0.129
O 1.864 -4.046 0.989
O 2.947 -5.861 -0.186
*
```


| no. | lowest unoccupied orbital energy (eV) |
| --- | --- |
| 1 | 0.67 |
| 2 | 0.96 |